1.
{
  "formula": "C5H9NO",
  "method": "wB97M-V/def2-TZVPD",
  "elements": ["C", "O", "C", "C", "C", "C", "N", "H", "H", "H", "H", "H", "H", "H", "H", "H"],
  "xyz": [[2.1469, 0.5201, -0.2403], [0.8567, 0.0581, -0.6100], [-0.4204, 0.0606, 0.0071], [-1.2707, -0.5309, -1.1332], [-0.6267, -0.8116, 1.2654], [-0.8059, 1.4655, 0.3068], [-0.9913, 2.5874, 0.5205], [2.2783, 0.9715, 0.7475], [2.8082, -0.3488, -0.3176], [2.4731, 1.2457, -0.9974], [-0.8203, -1.4999, -1.3718], [-1.1967, 0.1015, -2.0199], [-2.3229, -0.6829, -0.8731], [-1.7042, -0.9440, 1.4397], [-0.2030, -0.3871, 2.1787], [-0.2009, -1.8052, 1.0976]],
  "spin_multiplicity": 1,
  "homo_ev": -10.41,
  "smiles": "COC(C)(C)C#N",
  "de_lowest_kj_mol": 187.4,
  "total_charge": 0
}

=====

2.
{
  "formula": "C3HFO",
  "method": "wB97M-V/def2-TZVPD",
  "elements": ["C", "C", "C", "O", "F", "H"],
  "xyz": [[2.1212, -0.0374, 0.0105], [0.9552, 0.0912, -0.2124], [-1.7461, -0.0712, 0.0181], [-2.2914, -1.0991, 0.0648], [-2.2169, 1.1447, 0.0447], [3.1779, -0.0282, 0.0744]],
  "spin_multiplicity": 1,
  "homo_ev": [-10.77, -10.45],
  "de_lowest_kj_mol": 412.8,
  "total_charge": 0
}

=====

3.
{
  "formula": "C27H30N3O5PdS3",
  "method": "wB97M-V/def2-TZVPD",
  "elements": ["Pd", "O", "S", "C", "C", "C", "C", "S", "O", "C", "C", "C", "C", "C", "C", "C", "C", "C", "C", "C", "C", "H", "H", "H", "H", "H", "H", "H", "H", "H", "H", "H", "H", "H", "H", "H", "H", "H", "H", "N", "C", "C", "C", "N", "C", "C", "H", "H", "H", "H", "H", "H", "N", "C", "C", "C", "C", "C", "C", "S", "O", "O", "O", "H", "H", "H", "H", "H", "H"],
  "xyz": [[0.4961, -0.9638, 0.1137], [0.0975, 1.1785, 0.1427], [1.3187, 1.9752, -0.3615], [1.1805, 1.9931, -2.2039], [0.5633, 0.7027, -2.7468], [-0.8897, 0.8529, -3.2015], [-1.8674, 1.3581, -2.1457], [-2.5619, 0.1041, -1.0049], [-1.5214, -0.9867, -0.7632], [-3.6692, -0.6698, -2.1807], [-4.9152, -0.1003, -2.4014], [-5.8107, -0.7475, -3.2372], [-5.4612, -1.9525, -3.8336], [-4.2110, -2.5114, -3.6063], [-3.3077, -1.8716, -2.7692], [0.8722, 3.6653, -0.0214], [1.7046, 4.6907, -0.4514], [1.3722, 5.9949, -0.1293], [0.2340, 6.2585, 0.6240], [-0.5720, 5.2206, 1.0692], [-0.2519, 3.9078, 0.7521], [2.2086, 2.1073, -2.5483], [0.6165, 2.8809, -2.4866], [0.6295, -0.0901, -2.0052], [1.1460, 0.3694, -3.6057], [-1.2281, -0.1137, -3.5828], [-0.9151, 1.5518, -4.0399], [-2.7459, 1.7971, -2.6206], [-1.4211, 2.1038, -1.4888], [-5.1863, 0.8334, -1.9211], [-6.7872, -0.3188, -3.4172], [-6.1709, -2.4659, -4.4684], [-3.9394, -3.4488, -4.0730], [-2.3356, -2.2975, -2.5600], [2.5993, 4.4732, -1.0240], [2.0055, 6.8085, -0.4557], [-0.0199, 7.2794, 0.8756], [-1.4436, 5.4285, 1.6745], [-0.8554, 3.0824, 1.1040], [0.5239, -7.1681, -0.1303], [0.5546, -5.8278, -0.0924], [-0.6032, -5.0511, -0.2875], [-0.5200, -3.6873, -0.2531], [0.6365, -3.0277, -0.0566], [1.7476, -3.7605, 0.1319], [1.7559, -5.1253, 0.1318], [-0.3355, -7.6617, -0.2927], [1.3538, -7.7076, 0.0401], [-1.5579, -5.5283, -0.4618], [-1.4036, -3.0787, -0.3871], [2.6723, -3.2242, 0.2722], [2.6793, -5.6632, 0.2962], [2.4648, -0.7503, 1.0445], [2.4320, -0.2228, 2.4107], [3.5207, -0.4547, 3.2446], [3.5493, 0.1260, 4.5008], [2.4963, 0.9467, 4.8919], [1.3800, 1.1265, 4.0947], [1.3448, 0.5178, 2.8487], [2.6385, 1.7818, 6.5057], [3.9875, 2.3087, 6.4505], [1.5751, 2.7664, 6.4743], [2.4421, 0.6679, 7.4132], [3.0473, -1.5796, 1.0244], [2.8924, -0.0666, 0.4223], [4.3512, -1.0723, 2.9124], [4.3804, -0.0205, 5.1775], [0.5670, 1.7459, 4.4500], [0.4700, 0.6107, 2.2225]],
  "spin_multiplicity": 1,
  "homo_ev": -9.11,
  "de_lowest_kj_mol": 143.6,
  "total_charge": 1
}

=====

4.
{
  "formula": "CH6N2O2",
  "method": "wB97M-V/def2-TZVPD",
  "elements": ["N", "N", "C", "O", "O", "H", "H", "H", "H", "H", "H"],
  "xyz": [[-0.4856, -0.9818, 1.3467], [0.3780, -0.1330, 0.5522], [-0.3302, 0.5002, -0.7056], [0.2232, -0.3296, -1.5987], [0.0617, 1.8439, -0.7958], [0.1218, -1.6040, 1.8744], [-0.9721, -1.5734, 0.6754], [0.7915, 0.5709, 1.1618], [0.8953, -0.6217, -0.4653], [-1.4166, 0.4689, -0.5526], [0.7330, 1.8596, -1.4926]],
  "spin_multiplicity": 1,
  "homo_ev": -9.57,
  "smiles": "N[NH2+][C@H]([O-])O",
  "de_lowest_kj_mol": 378.4,
  "total_charge": 0
}

=====

5.
{
  "formula": "C3H5N2O",
  "method": "wB97M-V/def2-TZVPD",
  "elements": ["C", "C", "C", "N", "N", "O", "H", "H", "H", "H", "H"],
  "xyz": [[0.5543, -0.3541, 0.1975], [-0.0533, 0.9801, 0.2876], [-0.8303, 0.5006, -1.0385], [1.5202, -1.8345, 1.6915], [-0.1193, -0.7643, -0.8476], [2.3392, -1.3254, 2.2421], [-0.7972, 0.9679, 1.0914], [0.4271, 1.9232, 0.2917], [-1.9809, 0.4551, -0.8147], [-0.6223, 1.1122, -1.9203], [-0.4375, -1.6609, -1.1809]],
  "spin_multiplicity": 1,
  "homo_ev": [-14.23, -13.91],
  "de_lowest_kj_mol": 577.9,
  "total_charge": 1
}

=====

6.
{
  "formula": "C4H7N2",
  "method": "wB97M-V/def2-TZVPD",
  "elements": ["C", "C", "C", "C", "N", "N", "H", "H", "H", "H", "H", "H", "H"],
  "xyz": [[1.8954, 0.0499, 0.3258], [0.4414, 0.6013, 0.2233], [-0.1580, 1.7703, -0.3428], [-1.2860, -1.6310, 0.1519], [1.4538, -1.1235, 0.3741], [0.0476, -0.5862, 0.3817], [2.8735, 0.1903, 0.2023], [0.1510, 2.6260, 0.1127], [-1.2203, 1.7694, -0.3958], [0.3460, 1.8001, -1.3979], [-0.7529, -2.4984, -0.0607], [-1.8595, -1.2665, -0.7024], [-1.9320, -1.7018, 1.1279]],
  "spin_multiplicity": 1,
  "homo_ev": -15.77,
  "de_lowest_kj_mol": 579.6,
  "total_charge": 1
}

=====

7.
{
  "formula": "C11H18ClNO3",
  "method": "wB97M-V/def2-TZVPD",
  "elements": ["C", "C", "O", "C", "O", "C", "C", "Cl", "N", "C", "C", "C", "C", "C", "C", "O", "H", "H", "H", "H", "H", "H", "H", "H", "H", "H", "H", "H", "H", "H", "H", "H", "H", "H"],
  "xyz": [[-0.9294, -2.7347, 2.6778], [0.1895, -2.3463, 1.7251], [0.0200, -1.0012, 1.2384], [1.0993, -0.5353, 0.5218], [2.1426, -1.1495, 0.4520], [0.7159, 0.7424, -0.1745], [0.6273, 0.2479, -1.5946], [1.9884, -0.4002, -2.5140], [-0.4938, -0.5234, -1.7416], [-1.7327, 0.1895, -1.6886], [-0.5681, -1.9510, -1.9993], [-0.2878, 1.4786, 0.8249], [-0.0669, 3.0067, 0.6749], [1.2851, 3.2097, -0.0136], [1.8512, 1.8344, -0.3331], [2.9710, 1.6362, -0.7707], [-0.7116, -3.7682, 2.9796], [-0.9385, -2.1140, 3.5886], [-1.9180, -2.7188, 2.1984], [1.1649, -2.4329, 2.2232], [0.1796, -2.9935, 0.8342], [0.5018, 1.3059, -1.8626], [-2.5276, -0.5474, -1.7927], [-1.8386, 0.7615, -0.7709], [-1.7825, 0.8664, -2.5376], [-1.6091, -2.2200, -1.7052], [-0.4833, -2.1599, -3.0578], [0.1040, -2.5774, -1.4144], [-1.3438, 1.2087, 0.8536], [0.1181, 1.2042, 1.7675], [-0.0847, 3.5061, 1.6696], [-0.8630, 3.4808, 0.0609], [2.0406, 3.6834, 0.6018], [1.1799, 3.8112, -0.9212]],
  "spin_multiplicity": 1,
  "homo_ev": -8.00,
  "smiles": "CCOC(=O)[C@@]1([C@@H](Cl)N(C)C)CCCC1=O",
  "total_charge": 0
}

=====

8.
{
  "formula": "C32H56N8O8",
  "method": "wB97M-V/def2-TZVPD",
  "elements": ["C", "C", "O", "C", "C", "O", "H", "H", "H", "H", "H", "H", "H", "H", "C", "C", "O", "C", "C", "O", "H", "H", "H", "H", "H", "H", "H", "H", "C", "C", "O", "C", "C", "O", "H", "H", "H", "H", "H", "H", "H", "H", "C", "C", "O", "C", "C", "O", "H", "H", "H", "H", "H", "H", "H", "H", "C", "C", "N", "H", "H", "H", "C", "C", "N", "H", "H", "H", "C", "C", "N", "H", "H", "H", "C", "C", "N", "H", "H", "H", "C", "C", "N", "H", "H", "H", "C", "C", "N", "H", "H", "H", "C", "C", "N", "H", "H", "H", "C", "C", "N", "H", "H", "H"],
  "xyz": [[-2.1075, -3.2566, 3.0071], [-1.0486, -4.3373, 2.8564], [-1.0971, -4.8507, 1.5357], [-0.4947, -4.1329, 0.5734], [-0.7588, -4.6922, -0.8206], [0.2338, -3.1938, 0.7752], [-1.9972, -2.5967, 3.8983], [-3.1043, -3.7032, 3.0021], [-2.0429, -2.6995, 2.1228], [-0.0506, -3.9100, 3.0475], [-1.1904, -5.2278, 3.4978], [-0.0928, -5.5532, -1.0929], [-0.5941, -3.8945, -1.5287], [-1.8373, -4.9902, -0.9603], [-0.5251, 0.1849, 1.9995], [0.4774, 1.2576, 2.2913], [-0.2497, 2.4158, 2.8010], [0.4553, 3.4940, 3.0463], [-0.4840, 4.6198, 3.4368], [1.6671, 3.6069, 2.9138], [-1.1621, 0.1812, 2.9393], [0.0596, -0.7784, 1.8987], [-1.1516, 0.2991, 1.1015], [1.1507, 0.9802, 3.1390], [1.0934, 1.5506, 1.4494], [-0.0056, 5.1888, 4.2269], [-1.4232, 4.1474, 3.7441], [-0.6413, 5.2047, 2.5831], [-6.2040, -0.0206, 1.1523], [-5.1685, -1.0864, 0.9151], [-5.1961, -1.4794, -0.4829], [-4.3725, -2.4172, -0.8008], [-4.4177, -2.6552, -2.2986], [-3.6881, -3.0235, -0.0208], [-7.1921, -0.2236, 0.7341], [-5.8462, 0.8942, 0.6898], [-6.3409, 0.1380, 2.2231], [-4.1585, -0.7108, 1.1094], [-5.3715, -1.9559, 1.6356], [-4.9640, -3.4828, -2.6849], [-3.3966, -2.8158, -2.4813], [-4.7173, -1.8036, -2.8824], [0.3439, -1.0214, 5.7113], [1.8398, -1.3473, 5.7891], [2.3675, -1.4443, 4.3959], [2.5241, -2.6623, 3.8322], [2.8585, -2.4906, 2.3820], [2.4750, -3.6701, 4.4959], [-0.0629, -1.0663, 6.7323], [-0.1821, -1.7196, 5.1073], [0.1086, 0.0026, 5.3690], [2.4360, -0.5643, 6.2836], [2.0031, -2.3095, 6.2685], [3.0449, -3.5286, 2.0553], [3.7357, -1.9293, 2.1666], [2.0694, -2.0562, 1.7731], [-0.4113, -1.1036, -5.1157], [0.7814, -1.7536, -4.4234], [1.6020, -2.3565, -3.9732], [-1.3308, -1.4587, -4.6058], [-0.5604, -1.4723, -6.0958], [-0.1930, -0.0352, -5.0708], [2.6688, 4.4890, -0.4777], [1.3863, 3.8681, -0.6271], [0.3642, 3.4285, -0.9438], [2.5707, 5.0483, 0.4453], [2.8368, 5.2417, -1.2126], [3.4119, 3.7263, -0.3660], [2.1963, 2.5834, -6.0206], [1.6465, 1.9465, -4.8380], [1.2081, 1.3956, -3.9299], [1.3666, 3.1544, -6.3988], [2.5163, 1.8450, -6.8176], [3.0537, 3.3157, -5.8021], [4.3207, 1.1918, 2.2420], [4.4426, 1.3281, 0.8073], [4.6824, 1.5442, -0.3048], [3.5468, 0.4471, 2.5248], [4.0162, 2.1656, 2.6925], [5.2563, 0.8826, 2.6137], [4.7341, -0.5201, -3.4680], [5.1399, 0.0523, -4.7099], [5.5683, 0.5074, -5.6727], [4.0087, -1.2820, -3.6655], [4.2081, 0.1871, -2.8479], [5.5515, -0.9486, -2.8978], [1.2118, -0.0853, -0.9662], [-0.1153, -0.5024, -1.3004], [-1.1232, -0.9573, -1.5784], [1.8203, -0.1972, -1.8108], [1.5910, -0.6789, -0.1716], [1.3087, 0.9160, -0.6281], [-1.1011, 3.6064, -3.7858], [0.0090, 4.4349, -3.8973], [0.8077, 5.2220, -4.0342], [-1.7392, 3.6298, -4.6251], [-1.6952, 3.8674, -2.9545], [-0.6823, 2.5855, -3.6692], [-2.9139, 2.1093, -0.9369], [-3.4012, 1.7609, -2.2395], [-3.7729, 1.5364, -3.2873], [-3.7411, 2.6170, -0.3898], [-1.9729, 2.6851, -0.9925], [-2.6860, 1.1683, -0.4267]],
  "spin_multiplicity": 1,
  "homo_ev": -10.30,
  "smiles": "CCOC(C)=O.CCOC(C)=O.CCOC(C)=O.CCOC(C)=O.CC#N.CC#N.CC#N.CC#N.CC#N.CC#N.CC#N.CC#N",
  "de_lowest_kj_mol": 4.5,
  "total_charge": 0
}